<a>
Entry from the Open Molecules 2025 dataset: the molecule C28H31N3O2 (ωB97M-V/def2-TZVPD).

The geometry in XYZ format:
```
64
Properties=species:S:1:pos:R:3:lowdin_charge:R:1
C -2.540 -0.465 -6.917 -0.05
C -1.402 -1.138 -6.209 -0.28
C -0.710 -2.174 -6.820 -0.07
C 0.352 -2.771 -6.164 -0.08
C 0.732 -2.348 -4.907 -0.03
C 0.041 -1.317 -4.263 -0.22
N 0.473 -0.884 -3.011 -0.07
C 0.028 0.380 -2.473 -0.12
C -1.191 0.216 -1.558 -0.10
N -0.842 -0.712 -0.497 -0.03
C -0.896 -0.293 0.783 -0.43
O -1.334 0.821 1.049 0.03
C -0.423 -1.219 1.890 -0.01
C 0.480 -0.469 2.897 -0.24
N -0.245 0.605 3.525 0.11
C -0.241 0.792 4.862 -0.43
O 0.387 0.078 5.625 0.06
C -1.079 1.931 5.342 -0.13
C -1.371 3.043 4.559 -0.03
C -2.142 4.069 5.075 -0.08
C -2.630 3.996 6.369 -0.09
C -2.333 2.897 7.158 -0.08
C -1.557 1.873 6.648 -0.02
C 1.740 0.008 2.204 -0.18
C 1.781 1.219 1.524 -0.04
C 2.937 1.617 0.873 -0.08
C 4.063 0.813 0.895 -0.09
C 4.031 -0.393 1.574 -0.09
C 2.876 -0.791 2.224 -0.04
C -0.458 -1.996 -1.029 -0.09
C 0.755 -1.866 -1.981 -0.31
C 2.029 -1.526 -1.209 -0.02
C -1.026 -0.723 -4.941 0.01
H -2.155 0.291 -7.603 0.08
H -3.111 -1.184 -7.500 0.08
H -3.206 0.027 -6.212 0.07
H -0.999 -2.509 -7.805 0.11
H 0.900 -3.569 -6.643 0.10
H 1.585 -2.805 -4.430 0.11
H -0.186 1.070 -3.288 0.12
H 0.849 0.803 -1.883 0.12
H -1.472 1.166 -1.104 0.12
H -2.041 -0.186 -2.120 0.13
H 0.137 -2.070 1.513 0.10
H -1.308 -1.582 2.419 0.14
H 0.765 -1.162 3.699 0.15
H -0.850 1.134 2.908 0.10
H -0.984 3.127 3.554 0.11
H -2.363 4.933 4.464 0.10
H -3.234 4.799 6.764 0.10
H -2.705 2.840 8.170 0.10
H -1.304 1.012 7.249 0.12
H 0.909 1.854 1.500 0.11
H 2.957 2.562 0.349 0.10
H 4.964 1.127 0.389 0.10
H 4.908 -1.022 1.602 0.10
H 2.857 -1.729 2.761 0.12
H -0.229 -2.708 -0.240 0.12
H -1.307 -2.390 -1.605 0.14
H 0.885 -2.838 -2.464 0.13
H 2.333 -2.372 -0.597 0.09
H 1.882 -0.672 -0.555 0.05
H 2.832 -1.296 -1.905 0.09
H -1.592 0.072 -4.480 0.10
```

Output
E_HOMO   -7.787 eV

<b>
Entry from the Open Molecules 2025 dataset: the molecule C28H31N3O2 (ωB97M-V/def2-TZVPD).

The geometry in XYZ format:
```
64
Properties=species:S:1:pos:R:3:lowdin_charge:R:1
C 3.733 4.104 -0.740 -0.05
C 2.265 3.870 -0.553 -0.26
C 1.371 4.175 -1.572 0.00
C 0.005 3.969 -1.428 -0.26
C -0.936 4.338 -2.534 -0.05
C -0.465 3.428 -0.240 0.01
C 0.416 3.086 0.779 -0.14
C -0.141 2.468 2.015 -0.46
O -1.207 2.801 2.504 0.06
N 0.626 1.483 2.536 0.10
C 0.243 0.706 3.690 -0.06
C 0.004 -0.759 3.315 -0.43
O 0.837 -1.605 3.594 0.05
N -1.134 -1.066 2.668 -0.03
C -2.180 -0.179 2.221 -0.11
C -2.130 -0.069 0.691 -0.12
N -1.919 -1.353 0.042 -0.12
C -0.849 -1.390 -0.949 -0.22
C -1.064 -2.524 -1.932 -0.17
C -2.350 -2.980 -2.202 -0.04
C -2.561 -3.988 -3.125 -0.08
C -1.492 -4.548 -3.804 -0.10
C -0.212 -4.080 -3.561 -0.08
C 0.000 -3.073 -2.636 -0.04
C 0.541 -1.373 -0.345 -0.17
C 1.260 -0.185 -0.299 -0.03
C 2.507 -0.136 0.303 -0.10
C 3.050 -1.274 0.872 -0.08
C 2.351 -2.468 0.812 -0.06
C 1.112 -2.518 0.201 -0.05
C -2.110 -2.487 0.912 -0.15
C -1.338 -2.440 2.247 -0.11
C 1.777 3.320 0.624 -0.01
H 4.168 3.297 -1.332 0.08
H 3.911 5.038 -1.269 0.08
H 4.247 4.139 0.218 0.08
H 1.747 4.594 -2.495 0.12
H -1.935 3.960 -2.337 0.08
H -0.587 3.937 -3.484 0.08
H -0.991 5.422 -2.630 0.09
H -1.522 3.262 -0.090 0.12
H 1.436 1.159 2.028 0.11
H -0.639 1.172 4.134 0.13
H 1.060 0.712 4.420 0.13
H -3.139 -0.600 2.540 0.13
H -2.085 0.817 2.650 0.10
H -1.326 0.621 0.421 0.10
H -3.078 0.364 0.338 0.13
H -0.970 -0.462 -1.530 0.16
H -3.184 -2.535 -1.683 0.11
H -3.566 -4.335 -3.319 0.10
H -1.656 -5.336 -4.523 0.10
H 0.628 -4.500 -4.096 0.10
H 1.003 -2.711 -2.464 0.11
H 0.852 0.711 -0.749 0.11
H 3.060 0.794 0.307 0.10
H 4.017 -1.235 1.350 0.11
H 2.774 -3.362 1.243 0.11
H 0.589 -3.461 0.128 0.12
H -1.840 -3.394 0.369 0.12
H -3.185 -2.544 1.128 0.12
H -1.906 -2.980 3.016 0.13
H -0.352 -2.901 2.170 0.10
H 2.459 3.103 1.434 0.12
```

Output
E_HOMO   -8.176 eV

What should be chosen as the most stable of them? Choose <a>.

<a>
Entry from the Open Molecules 2025 dataset: the molecule CH4INP2 (ωB97M-V/def2-TZVPD).

The geometry in XYZ format:
```
9
Properties=species:S:1:pos:R:3:lowdin_charge:R:1
C 1.802 0.593 -0.342 -0.36
P -0.095 0.840 -0.448 0.82
N -0.566 -0.593 -0.116 -0.81
P -1.933 -1.433 -0.075 0.26
I -3.838 0.112 0.278 0.13
H 2.236 1.238 -1.153 0.02
H 2.340 -0.352 -0.085 0.04
H 1.827 1.263 0.586 0.01
H -1.773 -1.668 1.354 -0.10
```

Output
E_HOMO   -8.802 eV

<b>
Entry from the Open Molecules 2025 dataset: a structure of composition CH4INP2 (ωB97M-V/def2-TZVPD).

The geometry in XYZ format:
```
9
Properties=species:S:1:pos:R:3:lowdin_charge:R:1
C -1.739 -0.815 -0.287 -0.33
N 0.562 0.936 -0.254 -0.76
P 2.033 1.463 0.156 0.11
P 0.115 -0.540 -0.621 0.77
I 3.547 -0.272 0.543 0.28
H -2.093 -1.623 -1.031 0.05
H -2.103 0.192 -0.468 0.01
H -1.854 -1.279 0.624 -0.02
H 1.534 1.937 1.338 -0.12
```

Output
E_HOMO   -8.278 eV

What should be chosen as the most stable of them? Choose <a>.

<a>
Entry from the Open Molecules 2025 dataset: the ion C5H12NOS with charge -1 (ωB97M-V/def2-TZVPD).

The geometry in XYZ format:
```
20
Properties=species:S:1:pos:R:3:lowdin_charge:R:1
C -0.630 -0.984 -2.188 -0.12
C 0.067 -1.589 -0.923 -0.32
N 0.889 -0.851 -0.010 -0.05
C 0.345 0.131 0.981 -0.41
C -0.946 0.848 0.544 -0.30
O -1.902 0.870 1.576 -0.12
C 1.436 1.116 1.344 -0.63
S 0.744 2.521 2.438 0.13
H 0.024 -0.251 -2.678 0.07
H -0.476 -1.781 -2.933 0.05
H -1.676 -0.712 -2.128 0.05
H -0.678 -2.284 -0.516 0.11
H 0.763 -2.318 -1.379 0.09
H 1.558 -0.344 -0.584 0.09
H 0.133 -0.421 1.900 0.13
H -1.394 0.338 -0.302 0.08
H -0.744 1.879 0.240 0.09
H -1.564 1.487 2.225 -0.01
H 2.250 0.723 1.943 0.03
H 1.799 1.623 0.449 0.03
```

Output
Charge   -1
E_HOMO   -2.689 eV

<b>
Entry from the Open Molecules 2025 dataset: a cluster of 2 separate species, C5H12NOS in total (ωB97M-V/def2-TZVPD).

The geometry in XYZ format:
```
20
Properties=species:S:1:pos:R:3:lowdin_charge:R:1
C 1.429 2.483 1.316 -0.15
C 0.236 1.820 1.950 -0.17
C -0.705 1.269 1.184 -0.26
O -1.748 0.550 1.644 -0.09
H 2.360 2.265 1.854 0.05
H 1.606 2.132 0.298 0.06
H 1.353 3.578 1.315 0.05
H 0.193 1.781 3.032 0.09
H -0.673 1.318 0.103 0.10
H -1.999 -0.172 0.982 -0.07
C 0.263 -1.900 -1.731 -0.41
C -0.496 -2.286 -0.442 -0.67
S -2.251 -1.700 -0.482 0.28
N 0.135 -0.483 -2.055 -0.05
H -0.059 -2.543 -2.556 0.08
H 1.323 -2.154 -1.567 0.09
H 0.025 -1.985 0.470 0.04
H -0.508 -3.378 -0.409 0.02
H -0.858 -0.302 -1.890 -0.02
H 0.373 -0.293 -3.017 0.04
```

Output
Charge   -1
E_HOMO   -3.264 eV

What should be chosen as the most stable of them? Choose <b>.

<a>
Entry from the Open Molecules 2025 dataset: a cluster of 2 separate species, ClH3NPS in total (ωB97M-V/def2-TZVPD).

The geometry in XYZ format:
```
7
Properties=species:S:1:pos:R:3:lowdin_charge:R:1
N -0.062 -1.247 -1.302 -0.32
P 0.222 -1.013 0.385 0.34
S 0.728 1.982 1.778 0.14
Cl -1.634 -1.117 1.059 0.13
H -0.583 -0.506 -1.680 -0.01
H 0.899 -1.372 -1.673 0.02
H 0.430 3.274 1.432 -0.31
```

Output
E_HOMO (alpha / beta)   -9.314 / -7.840 eV

<b>
Entry from the Open Molecules 2025 dataset: a cluster of 2 separate species, ClH3NPS in total (ωB97M-V/def2-TZVPD).

The geometry in XYZ format:
```
7
Properties=species:S:1:pos:R:3:lowdin_charge:R:1
N -0.859 0.975 -0.014 -0.33
P -0.137 -0.073 1.045 0.53
S -0.608 -1.683 -0.133 0.37
Cl 2.673 0.050 -0.091 -0.45
H -0.425 1.128 -0.922 0.05
H -1.234 1.868 0.171 0.03
H 0.590 -2.265 -0.057 -0.19
```

Output
E_HOMO   -9.246 eV

What should be chosen as the most stable of them? Choose <b>.

<a>
Entry from the Open Molecules 2025 dataset: a structure of composition C26H32N3O (ωB97M-V/def2-TZVPD).

The geometry in XYZ format:
```
62
Properties=species:S:1:pos:R:3:lowdin_charge:R:1
C -3.796 -2.850 -0.997 -0.07
N -2.515 -2.814 -0.369 -0.24
C -2.066 -3.978 0.293 -0.20
C -0.769 -3.764 1.063 -0.08
C 0.041 -2.570 0.594 -0.18
N 1.404 -2.738 0.688 -0.06
C 1.938 -4.086 0.902 -0.13
C 3.457 -4.150 0.936 -0.17
O 4.037 -3.234 0.009 -0.12
C 3.696 -1.887 0.350 -0.17
C 2.200 -1.621 0.238 -0.14
C -0.569 -1.432 0.144 0.00
C -2.050 -1.537 0.113 -0.20
H -4.450 -2.057 -0.603 0.09
H -3.704 -2.673 -2.079 0.09
H -4.276 -3.825 -0.847 0.09
H -2.843 -4.351 0.992 0.13
H -1.935 -4.767 -0.470 0.13
H -1.038 -3.624 2.123 0.14
H -0.218 -4.707 0.984 0.10
H 1.573 -4.482 1.862 0.13
H 1.601 -4.775 0.104 0.13
H 3.788 -3.957 1.972 0.13
H 3.792 -5.139 0.599 0.14
H 4.006 -1.643 1.386 0.13
H 4.236 -1.269 -0.381 0.13
H 1.965 -1.361 -0.809 0.13
H 1.960 -0.747 0.861 0.13
H -0.039 -0.446 -0.144 0.07
H -2.563 -0.818 -0.527 0.10
H -2.427 -1.366 1.151 0.15
C 2.366 2.825 -3.848 0.01
N 1.584 2.682 -2.634 -0.07
C 1.027 1.518 -2.188 0.04
C 0.279 1.771 -1.026 -0.11
C -0.637 0.802 -0.417 -0.01
C -1.332 1.316 0.806 -0.25
C -0.572 1.705 1.915 -0.04
C -1.202 2.027 3.120 -0.05
C -2.598 2.012 3.198 -0.05
C -3.363 1.700 2.071 -0.05
C -2.730 1.384 0.869 -0.03
C 0.373 3.204 -0.773 -0.09
C -0.263 4.133 0.054 -0.01
C 0.081 5.491 -0.026 -0.06
C 1.009 5.955 -0.968 -0.06
C 1.592 5.061 -1.882 0.00
C 1.241 3.725 -1.775 -0.16
H 2.878 3.791 -3.831 0.09
H 3.101 2.014 -3.894 0.10
H 1.740 2.775 -4.753 0.11
H 1.127 0.598 -2.760 0.15
H -1.375 0.552 -1.187 0.15
H 0.516 1.779 1.826 0.13
H -0.591 2.292 3.985 0.12
H -3.099 2.280 4.126 0.11
H -4.454 1.695 2.103 0.12
H -3.315 1.173 -0.033 0.13
H -1.037 3.823 0.751 0.10
H -0.381 6.205 0.659 0.11
H 1.285 7.006 -0.995 0.11
H 2.316 5.373 -2.633 0.11
```

Output
Charge   +1
E_HOMO   -10.323 eV

<b>
Entry from the Open Molecules 2025 dataset: the ion C26H32N3O with charge +1 (ωB97M-V/def2-TZVPD).

The geometry in XYZ format:
```
62
Properties=species:S:1:pos:R:3:lowdin_charge:R:1
C -4.065 -3.224 -1.068 -0.09
N -2.706 -2.951 -0.646 -0.24
C -2.108 -3.934 0.256 -0.18
C -0.868 -3.424 0.993 -0.06
C -0.164 -2.176 0.416 -0.01
N 1.213 -2.134 0.593 0.03
C 2.024 -3.397 0.977 -0.06
C 3.551 -3.393 0.702 -0.18
O 4.017 -2.440 -0.236 -0.12
C 3.528 -1.127 0.155 -0.13
C 2.002 -1.052 -0.033 -0.12
C -0.861 -1.093 -0.371 -0.11
C -0.835 0.572 -0.286 -0.15
C -1.324 0.993 1.083 -0.25
C -0.542 0.939 2.232 -0.05
C -1.042 1.401 3.460 -0.07
C -2.338 1.954 3.552 -0.07
C -3.159 2.021 2.382 -0.06
C -2.627 1.536 1.178 -0.06
C 0.329 1.431 -0.781 -0.13
C 1.181 1.118 -1.831 -0.07
N 1.949 2.163 -2.207 -0.10
C 2.734 2.233 -3.406 -0.01
C 1.513 3.265 -1.519 -0.19
C 1.729 4.578 -1.866 -0.01
C 1.009 5.589 -1.191 -0.07
C 0.084 5.236 -0.181 -0.08
C -0.172 3.880 0.126 -0.01
C 0.477 2.878 -0.626 -0.10
C -2.349 -1.533 -0.535 -0.15
H -4.837 -2.900 -0.325 0.10
H -4.208 -2.551 -1.953 0.10
H -4.288 -4.260 -1.354 0.09
H -2.852 -4.296 0.991 0.12
H -1.888 -4.834 -0.354 0.13
H -1.316 -3.183 1.979 0.15
H -0.166 -4.244 1.203 0.10
H 1.846 -3.536 2.064 0.14
H 1.602 -4.249 0.393 0.13
H 4.023 -3.227 1.689 0.13
H 3.794 -4.363 0.258 0.14
H 3.801 -0.879 1.224 0.15
H 4.025 -0.463 -0.589 0.15
H 1.867 -1.070 -1.132 0.12
H 1.653 -0.081 0.370 0.12
H -0.313 -0.988 -1.427 0.19
H -1.683 0.908 -0.989 0.17
H 0.498 0.621 2.179 0.11
H -0.432 1.383 4.393 0.12
H -2.705 2.430 4.481 0.11
H -4.173 2.487 2.440 0.12
H -3.264 1.658 0.316 0.11
H 1.341 0.250 -2.423 0.12
H 3.452 3.043 -3.411 0.09
H 3.293 1.310 -3.430 0.09
H 2.116 2.318 -4.297 0.11
H 2.511 4.777 -2.577 0.10
H 1.179 6.667 -1.354 0.11
H -0.530 5.964 0.410 0.12
H -0.823 3.520 0.965 0.11
H -2.792 -1.020 -1.413 0.13
H -2.915 -1.100 0.354 0.14
```

Output
Charge   +1
E_HOMO   -10.223 eV

What should be chosen as the most stable of them? Choose <b>.

<a>
Entry from the Open Molecules 2025 dataset: a structure of composition C3H5O3Pb (ωB97M-V/def2-TZVPD).

The geometry in XYZ format:
```
12
Properties=species:S:1:pos:R:3:lowdin_charge:R:1
H 0.869 -1.207 -1.017 0.14
C 1.247 -0.623 -0.160 -0.28
C 0.263 -0.567 0.959 -0.27
O -1.132 -0.633 0.451 -0.04
C -1.616 0.524 0.169 -0.40
O -2.813 0.417 -0.325 0.16
Pb 0.233 1.769 0.674 1.38
O 1.429 0.725 -0.655 -0.39
H 2.217 -0.951 0.246 0.14
H 2.050 0.454 -1.599 0.29
H 0.400 -1.194 1.840 0.12
H -3.147 1.285 -0.582 0.14
```

Output
Charge   +1
E_HOMO   -12.771 eV

<b>
Entry from the Open Molecules 2025 dataset: a structure of composition C3H5O3Pb (ωB97M-V/def2-TZVPD).

The geometry in XYZ format:
```
12
Properties=species:S:1:pos:R:3:lowdin_charge:R:1
H 0.691 -1.896 -0.557 0.27
O -1.300 -0.996 0.202 0.00
C -0.014 -0.834 -0.280 -0.47
C -1.742 0.209 0.824 -0.12
O 0.994 -1.187 0.640 -0.41
O 0.151 0.646 -0.397 -0.33
C -1.097 1.270 -0.047 -0.11
H -1.391 0.265 1.866 0.14
H -2.836 0.231 0.805 0.15
H -0.902 2.216 0.469 0.14
H -1.670 1.453 -0.965 0.15
Pb 1.939 0.548 0.731 1.58
```

Output
Charge   +1
E_HOMO   -13.820 eV

What should be chosen as the most stable of them? Choose <a>.